(1)
The following is a quantum chemistry calculation of the molecule CH3NO2S at a distorted geometry, from the OMol25 dataset.

Last column: Löwdin charge in e.
Geometry (Å):
H -0.001 1.452 -0.201  0.019
O -1.812 -1.388 0.273  -0.498
O 1.929 -0.705 -0.385  -0.111
H -1.326 1.088 0.443  0.006
S -0.838 -0.605 -0.442  0.851
H 0.888 -2.331 0.596  0.102
C 0.846 -1.459 -0.099  -0.212
N -0.371 0.819 0.444  -0.157

Forces on atoms 1 to 3 (eV/Å):
1.3 1.1 -1.5
-0.9 -0.2 1.3
-6.7 -5.2 1.5

Calculated values
Energy above the lowest of the compared OMol25 structures with the same formula, charge and spin = 60.93 kcal per mole
Orbital gap = 0.3217 hartree
HOMO level = -9.54 eV
Net charge = 0
Spin multiplicity = 1

(2)
The following is a quantum chemistry calculation of the molecule CH3NO2S2 at a distorted geometry, from the OMol25 dataset.

Last column: Löwdin charge in e.
Geometry (Å):
H 0.293 -0.072 1.107  0.096
C -1.323 -0.062 -0.150  -0.563
H -2.046 -0.568 0.612  0.112
H -1.604 -0.302 -1.246  0.083
N 0.010 -0.543 0.227  -0.149
S -1.464 1.854 -0.309  0.518
O 1.027 -0.453 -0.817  -0.495
S 2.546 0.047 -0.442  0.939
O 2.561 0.098 1.018  -0.543

Forces on atoms 1 to 3 (eV/Å):
0.5 -0.3 -1.0
0.0 0.8 -1.2
1.1 1.2 -1.5

Calculated values
Energy above the lowest of the compared OMol25 structures with the same formula, charge and spin = 93.89 kcal per mole
Orbital gap (spin up / spin down) = 0.3196 / 0.2250 hartree
HOMO level (spin up / spin down) = -9.49 / -8.37 eV
Net charge = 0
Spin multiplicity = 1

(3)
The following is a quantum chemistry calculation of the molecule CH3NO3 at a distorted geometry, from the OMol25 dataset.

Last column: Löwdin charge in e.
Geometry (Å):
O -0.093 1.473 -0.097  0.046
C 0.184 0.255 -0.078  -0.655
H -2.182 0.542 0.467  0.087
O -2.090 -0.228 -0.080  0.061
H 2.116 0.324 -0.080  0.087
O -0.724 -0.672 0.036  0.013
N 1.394 -0.311 -0.009  0.184
H 1.396 -1.384 -0.158  0.177

Forces on atoms 1 to 3 (eV/Å):
0.9 -2.5 -0.1
-0.6 4.6 0.5
0.6 1.1 0.7

Calculated values
Energy above the lowest of the compared OMol25 structures with the same formula, charge and spin = 28.06 kcal per mole
Orbital gap = 0.4232 hartree
HOMO level = -10.78 eV
Net charge = 0
Spin multiplicity = 1

(4)
The following is a quantum chemistry calculation of a cluster of 2 separate species, CH3NO3 in total at a distorted geometry, from the OMol25 dataset.

Last column: Löwdin charge in e.
Geometry (Å):
O 0.524 0.648 -2.003  0.024
N 0.382 0.643 -0.670  0.015
C 1.001 0.955 0.297  -0.324
O -1.157 -0.883 1.265  -0.071
H -1.851 -1.570 1.550  0.087
O 1.307 1.143 1.390  0.191
H 1.031 -0.135 -2.170  0.101
H -1.237 -0.800 0.340  -0.022

Forces on atoms 1 to 3 (eV/Å):
0.2 0.9 -1.0
-1.7 -0.7 -0.5
0.1 0.2 0.5

Calculated values
Energy above the lowest of the compared OMol25 structures with the same formula, charge and spin = 36.97 kcal per mole
Orbital gap = 0.3889 hartree
HOMO level = -10.39 eV
Net charge = 0
Spin multiplicity = 1

(5)
The following is a quantum chemistry calculation of a cluster of 2 separate species, CH3NO3 in total at a distorted geometry, from the OMol25 dataset.

Last column: Löwdin charge in e.
Geometry (Å):
O -0.570 0.486 -0.096  -0.112
C 0.404 -1.151 0.864  0.126
H 0.082 0.434 -0.768  0.058
N 1.443 -0.904 0.404  -0.224
O 2.340 -0.627 -0.302  0.030
H -0.293 -1.477 1.559  0.086
O -1.714 1.115 -0.811  -0.081
H -1.692 2.124 -0.851  0.116

Forces on atoms 1 to 3 (eV/Å):
-3.1 2.5 0.3
2.4 -0.5 0.1
1.0 0.0 -1.5

Calculated values
Energy above the lowest of the compared OMol25 structures with the same formula, charge and spin = 130.96 kcal per mole
Orbital gap = 0.3799 hartree
HOMO level = -9.67 eV
Net charge = 0
Spin multiplicity = 1

(6)
The following is a quantum chemistry calculation of a cluster of 2 separate species, CH3NO3 in total at a distorted geometry, from the OMol25 dataset.

Last column: Löwdin charge in e.
Geometry (Å):
H 1.918 0.175 -0.236  0.006
O -0.911 0.340 0.026  0.022
O -1.300 -1.061 1.882  -0.006
H 1.170 0.503 -1.821  0.017
C 1.292 0.842 -0.785  0.126
N -0.882 -0.789 0.546  -0.182
H 0.697 1.676 -0.449  0.008
O -1.984 -1.686 0.836  0.008

Forces on atoms 1 to 3 (eV/Å):
0.2 0.2 0.8
-1.0 -1.4 0.8
1.5 1.8 1.5

Calculated values
Energy above the lowest of the compared OMol25 structures with the same formula, charge and spin = 228.31 kcal per mole
Orbital gap (spin up / spin down) = 0.3923 / 0.2361 hartree
HOMO level (spin up / spin down) = -10.90 / -8.88 eV
Net charge = 0
Spin multiplicity = 1

(7)
The following is a quantum chemistry calculation of the molecule CH3NO3 at a distorted geometry, from the OMol25 dataset.

Last column: Löwdin charge in e.
Geometry (Å):
O -0.395 1.350 -1.565  0.105
O -0.160 -1.229 0.703  0.011
O -1.292 1.073 0.345  0.082
N -0.458 0.873 -0.484  -0.379
H 0.828 -0.961 -0.823  0.115
H -0.389 -0.773 1.534  0.118
C 0.486 -0.341 -0.062  -0.167
H 1.381 0.007 0.352  0.115

Forces on atoms 1 to 3 (eV/Å):
0.6 0.9 -1.5
-1.3 0.1 2.1
-1.0 0.9 1.2

Calculated values
Energy above the lowest of the compared OMol25 structures with the same formula, charge and spin = 54.44 kcal per mole
Orbital gap = 0.4223 hartree
HOMO level = -11.01 eV
Net charge = 0
Spin multiplicity = 1

(8)
The following is a quantum chemistry calculation of a cluster of 2 separate species, CH3NO3P in total at a distorted geometry, from the OMol25 dataset.

Last column: Löwdin charge in e.
Geometry (Å):
C -0.402 1.569 1.146  -0.678
N -0.232 -1.144 -0.374  -0.157
H -0.579 -0.269 -0.358  -0.096
H -0.653 -2.047 -0.188  0.048
H -1.494 1.696 1.340  0.089
O 2.001 -2.265 -0.656  -0.574
O 0.044 1.439 -0.023  -0.244
O 0.266 1.598 2.197  -0.130
P 1.417 -0.924 -0.482  0.741

Forces on atoms 1 to 3 (eV/Å):
1.1 0.4 0.9
3.1 -3.5 -0.3
-2.8 3.5 0.5

Calculated values
Energy above the lowest of the compared OMol25 structures with the same formula, charge and spin = 28.63 kcal per mole
Orbital gap = 0.3237 hartree
HOMO level = -4.55 eV
Net charge = -1
Spin multiplicity = 1

(9)
The following is a quantum chemistry calculation of the ion CH3NO3P with charge -1 at a distorted geometry, from the OMol25 dataset.

Last column: Löwdin charge in e.
Geometry (Å):
O -0.080 1.520 -0.897  -0.209
H 0.044 1.880 -0.056  -0.012
N 1.591 -0.033 0.268  -0.252
O -0.172 -0.816 -1.890  -0.402
H 1.965 -1.073 0.325  0.000
H -1.458 0.509 1.119  0.096
P 0.259 -0.068 -0.642  0.232
O -1.262 -1.487 1.136  -0.077
C -0.887 -0.431 0.637  -0.378

Forces on atoms 1 to 3 (eV/Å):
-0.3 -1.4 -1.7
0.5 1.5 2.1
0.6 -2.7 -1.1

Calculated values
Energy above the lowest of the compared OMol25 structures with the same formula, charge and spin = 36.05 kcal per mole
Orbital gap = 0.3050 hartree
HOMO level = -4.16 eV
Net charge = -1
Spin multiplicity = 1

(10)
The following is a quantum chemistry calculation of a structure of composition CH3NO3P at a distorted geometry, from the OMol25 dataset.

Last column: Löwdin charge in e.
Geometry (Å):
N -0.847 -0.413 1.238  -0.205
C 1.305 -0.215 -0.443  -0.322
O -0.343 1.970 0.011  -0.365
H 1.337 -1.364 -0.798  0.094
O 2.396 0.338 -0.281  -0.091
O -1.182 -0.226 -1.203  -0.210
P -0.379 0.504 -0.021  0.233
H -0.706 0.137 2.006  -0.114
H -1.580 -0.731 -0.508  -0.020

Forces on atoms 1 to 3 (eV/Å):
0.0 -0.7 -3.6
2.0 -0.5 -0.1
-0.1 0.8 -0.3

Calculated values
Energy above the lowest of the compared OMol25 structures with the same formula, charge and spin = 32.05 kcal per mole
Orbital gap = 0.3119 hartree
HOMO level = -4.25 eV
Net charge = -1
Spin multiplicity = 1